Entry 1:
The following is a quantum chemistry calculation of a structure of composition C21H51I3N3O6 in a non-equilibrium geometry, from the Open Molecules 2025 dataset.

Each line ends with the Mulliken charge.
Atoms and positions in Å:
H 2.545 -1.010 1.593  0.25
H -5.810 8.762 1.431  0.38
O 7.770 -1.048 4.348  -0.55
H -0.834 6.037 -2.846  0.29
H 5.518 -2.983 1.736  0.37
C 0.251 -2.814 -3.754  -0.90
C -2.796 5.221 -2.514  -1.08
H -1.432 6.457 -0.445  0.27
I -2.307 0.577 -1.975  0.24
C -4.333 -2.804 -2.164  -0.51
H -2.444 0.808 -6.425  0.32
C -0.339 -1.597 -2.957  0.19
H -0.065 -5.737 2.237  0.38
H 1.380 -2.805 -3.814  0.41
N -3.348 -1.532 -6.534  -0.74
C -3.842 7.848 1.433  0.49
O -1.406 -5.340 -0.824  -0.41
H -3.665 5.907 1.571  0.26
H -5.820 7.010 1.721  0.35
H 5.226 -0.402 4.777  0.15
H -0.171 -2.885 -4.807  0.18
H 6.240 0.931 5.308  0.33
O 2.702 -1.308 2.495  -0.52
C -3.556 8.102 2.905  -1.35
H -5.529 7.621 0.100  0.31
H -2.479 8.112 3.090  0.33
H 0.653 -6.969 -1.261  0.33
C 0.287 -6.950 -0.232  -1.34
H 6.776 -2.043 5.823  0.27
C -1.611 -1.065 -3.213  -0.84
H 3.701 -2.800 3.460  0.36
H -1.318 -4.588 1.727  0.31
H -2.068 -6.033 -0.709  0.30
C 3.529 -2.470 2.433  0.55
H 0.407 -4.811 -0.050  -0.06
H 5.358 -1.323 2.341  0.27
H 1.121 -7.170 0.439  0.38
H 7.642 -0.584 7.676  0.36
C -1.300 5.255 -2.242  0.35
H -3.374 8.628 0.828  0.25
O -3.259 6.604 1.042  -0.42
H 0.065 5.517 -0.588  0.36
H -1.432 4.709 -0.149  0.23
H -3.093 -3.582 -5.086  0.24
H 8.965 -1.270 6.713  0.32
H 8.078 -0.155 4.156  0.35
N -2.000 0.327 -5.630  -0.35
H -0.452 -7.752 -0.143  0.36
H -2.989 5.029 -3.573  0.31
H -1.643 -6.313 1.663  0.44
H -3.806 -0.793 -7.077  0.39
C -0.864 -5.559 1.514  -1.46
H -3.298 -2.731 -1.713  0.20
C -5.337 7.815 1.158  -1.32
H 1.850 -3.801 2.132  0.28
C 5.923 -0.087 5.557  -1.07
N -2.422 -1.641 -4.305  0.53
C 7.118 -1.026 5.618  0.43
H -3.975 9.057 3.229  0.39
C 2.807 -3.563 1.659  -1.33
H -3.977 7.306 3.527  0.35
H 5.392 -0.062 6.512  0.38
I 0.885 -0.707 -1.382  0.19
O -4.350 -2.904 -3.607  -0.42
H -2.177 0.945 -4.818  0.18
C -2.588 -0.961 -5.432  0.59
H -4.891 -1.875 -1.815  0.24
H -3.276 4.413 -1.952  0.23
C 8.108 -0.594 6.688  -1.32
C -3.015 -2.994 -4.121  -0.16
H -2.394 -3.647 -3.426  0.32
C -1.013 5.506 -0.771  -1.05
C 4.856 -2.115 1.782  -1.15
H -3.269 6.165 -2.238  0.33
H -4.800 -3.742 -1.730  0.25
O -0.716 4.012 -2.638  -0.48
I -1.985 -2.604 -7.676  0.29
H -1.121 3.314 -2.110  0.21
H 2.584 -3.235 0.638  0.21
H -0.020 -3.803 -3.258  0.20
H 8.499 0.406 6.477  0.34
H 4.703 -1.738 0.765  0.28
H 3.408 -4.475 1.609  0.38
C -0.336 -5.601 0.090  0.81

Its charge is +1. The largest force on an atom is 0.061 Eh/bohr. The calculation puts the HOMO-LUMO gap at 6.76 eV. Its LUMO energy is -4.59 eV.


Entry 2:
The following is a quantum chemistry calculation of a cluster of 2 separate species, C4H14N2OS in total in a non-equilibrium geometry, from the Open Molecules 2025 dataset.

Each line ends with the Mulliken charge.
Atoms and positions in Å:
C 0.317 -0.808 -0.365  -0.66
H -2.855 -1.895 -1.262  0.30
H 0.809 -0.568 3.252  0.30
H 2.690 0.904 0.029  0.18
N -1.084 -1.118 -0.186  -0.29
H -0.891 3.376 0.387  0.14
C -0.271 1.541 -0.998  -0.67
H -1.634 -1.759 -2.238  0.36
H 1.731 2.078 0.831  0.24
H -0.258 0.829 1.004  0.21
H 0.076 1.209 -2.007  0.33
C -1.681 -2.062 -1.208  -0.97
N 1.851 1.098 0.595  -0.55
S -0.053 3.316 -0.712  -0.25
H 0.499 -0.737 -1.429  0.40
H -1.161 -1.511 0.849  0.24
H -1.430 -3.105 -1.121  0.34
H -1.385 1.441 -0.862  0.32
H 1.761 -0.426 2.174  0.36
O 1.624 -0.869 2.944  -0.66
H 0.924 -1.633 0.184  0.34
C 0.420 0.699 0.141  0.00

Its charge is 0. The largest force on an atom is 0.090 Eh/bohr. The calculation puts the HOMO-LUMO gap at 9.64 eV. For the energy above the lowest of the compared OMol25 structures with the same formula, charge and spin, the calculation gives 44.59 kcal/mol. Its LUMO energy is 0.74 eV. As for the SMILES: CNC[C@@H](N)CS.O.


Entry 3:
The following is a quantum chemistry calculation of a structure of composition C49H60HfN5O3P in a non-equilibrium geometry, from the Open Molecules 2025 dataset.

Each line ends with the Mulliken charge.
Atoms and positions in Å:
H -4.268 -5.119 -0.985  0.49
C -2.292 -4.243 -1.077  -0.11
C -1.102 -1.553 -3.626  1.26
H 1.723 -5.379 1.934  0.58
Hf -0.377 0.110 0.091  1.23
H -5.505 0.288 -1.014  0.63
C 1.534 1.816 4.853  -0.86
C 0.277 5.479 1.893  -1.79
H 2.814 4.093 0.018  0.37
C 2.489 -4.165 -1.850  -1.63
C -3.059 -0.778 -1.364  0.05
O -1.813 3.257 2.668  -0.66
C -1.408 -2.069 -2.338  -0.58
H -0.800 -0.112 3.392  -0.63
C -2.020 -3.943 0.390  -0.72
H -2.263 3.240 -1.691  0.17
H -1.373 4.522 -0.844  0.22
C 1.441 -2.041 -1.210  0.12
H 1.219 -1.247 4.515  0.29
C 1.126 3.654 -2.210  -1.39
C 1.042 4.259 1.335  2.76
C 2.229 3.624 3.450  -0.07
H 2.497 -1.158 3.174  -0.14
H 0.403 0.973 -4.380  0.08
H -6.050 2.244 0.494  0.51
P 2.685 0.097 1.078  1.55
H -0.090 -0.009 -5.759  0.21
C -1.374 3.869 -1.729  -1.13
C 0.070 -2.446 2.124  -1.11
H 1.607 0.941 -2.514  0.51
N 1.212 -0.710 -1.380  0.92
C 1.319 -4.411 1.656  -1.13
H 3.562 -2.148 0.558  0.32
H 4.752 1.329 1.252  0.60
H -0.038 6.140 1.078  0.47
H 3.010 -4.742 -2.604  0.51
H -0.354 -1.683 5.224  0.40
C -1.611 2.370 1.871  0.33
H 0.683 -0.527 6.033  0.55
C 0.347 -0.861 5.050  -1.53
H -2.233 -2.902 0.623  -0.08
C -1.486 -3.471 -2.142  0.90
C -0.457 0.612 -4.942  -1.20
O -3.878 -1.208 -2.142  -0.59
C 0.607 1.398 3.906  0.59
C 3.814 -1.126 0.275  -1.32
C 2.254 -4.678 -0.627  -1.19
N -1.739 -1.136 -1.254  1.14
H -2.662 -4.565 1.017  0.63
H -1.390 4.518 -2.604  0.51
C -0.628 -2.431 -4.595  0.04
H 4.824 -0.914 0.619  0.70
H -2.552 -0.758 -5.854  0.39
C -0.349 0.280 4.301  1.06
H -0.083 -4.446 -5.096  0.47
H 0.422 3.754 0.595  -2.12
C -3.468 0.303 -0.445  0.04
H -0.592 5.190 2.471  0.36
C 2.389 -0.822 -3.455  -1.19
H 1.171 4.720 -1.987  0.50
C -0.131 3.060 -1.689  0.29
H -0.959 -5.364 -2.987  0.48
H 2.008 3.149 -1.820  0.13
H 2.991 5.244 1.342  0.29
C 1.082 -2.633 0.049  0.29
C 0.544 2.090 2.675  0.33
H 1.111 3.555 -3.303  0.43
C -4.760 0.778 -0.401  -0.95
C 3.068 -0.295 2.826  -1.12
H 0.940 6.053 2.546  0.44
C 2.133 -2.812 -2.148  1.79
H -4.277 -3.368 -0.795  0.25
N -0.434 1.686 1.662  0.70
H -0.565 -1.874 2.783  1.14
H 2.589 -5.675 -0.362  0.51
C 0.568 -3.676 2.536  -1.75
H -1.679 0.479 -3.197  -0.78
H 1.609 1.295 5.800  0.30
C 2.560 -2.176 -3.324  -0.98
C -5.041 1.856 0.423  -0.87
C 1.307 3.263 2.473  0.45
C -3.810 -4.190 -1.333  -1.59
H -0.404 -2.066 -5.593  0.43
H -1.066 1.195 6.127  0.37
H -3.553 -0.784 -4.401  0.35
C -0.944 -4.289 -3.135  -0.96
H -2.015 1.649 4.717  0.30
H 3.800 -1.043 -0.814  0.20
C 2.284 4.821 0.627  -1.63
H 3.354 2.394 1.430  0.09
C 1.555 -3.914 0.362  1.08
N 0.343 -1.909 0.941  0.63
H 2.836 0.558 3.457  0.21
H 0.336 -4.043 3.526  0.58
H -0.942 1.479 -5.394  0.54
H 4.130 -0.527 2.905  0.83
C 2.359 2.902 4.621  -1.31
C 1.714 -0.131 -2.458  -0.86
H 2.749 -0.294 -4.327  0.51
C -1.483 -0.136 -4.074  1.10
C -2.750 1.889 1.048  -0.08
C -0.481 -3.781 -4.335  -1.71
H -4.038 -4.066 -2.390  0.36
H -0.988 -4.174 0.645  0.06
H -4.161 3.268 1.821  0.64
C -2.771 -0.238 -4.916  -1.74
H 1.981 5.640 -0.030  0.48
H 3.066 -2.751 -4.091  0.53
H 3.072 3.214 5.374  0.42
H -3.148 0.759 -5.164  0.50
O -0.152 1.912 -1.256  0.10
C 3.759 1.562 0.868  -1.27
C -1.483 0.824 5.186  -1.72
H -2.008 -5.283 -1.235  0.82
H 3.847 1.828 -0.187  0.35
N -2.478 0.836 0.271  0.66
H 2.824 4.520 3.317  0.43
H -2.198 0.030 5.422  0.47
C -4.011 2.427 1.158  -0.86

Its charge is +2. The largest force on an atom is 0.030 Eh/bohr. The calculation puts the HOMO-LUMO gap at 7.05 eV. Its LUMO energy is -6.20 eV.


Entry 4:
The following is a quantum chemistry calculation of the molecule C4H5ClFNS in a non-equilibrium geometry, from the Open Molecules 2025 dataset.

Each line ends with the Mulliken charge.
Atoms and positions in Å:
F 0.620 -2.589 -1.035  -0.24
C 0.155 -0.482 -0.098  0.01
C -1.253 -0.421 -0.771  -0.72
H 0.369 -0.036 1.864  0.31
N 0.484 0.442 0.876  -0.16
Cl 2.679 -1.426 0.026  -0.15
H -2.031 -0.518 0.043  0.24
H 0.441 2.177 1.888  0.26
C 0.250 1.810 0.802  -0.12
S -0.015 2.784 -0.508  -0.28
C 1.001 -1.420 -0.381  0.40
H -1.283 0.769 -1.069  0.15
H -1.417 -1.091 -1.637  0.30

Its charge is 0. The largest force on an atom is 0.067 Eh/bohr. The calculation puts the HOMO-LUMO gap at 8.96 eV. For the energy above the lowest of the compared OMol25 structures with the same formula, charge and spin, the calculation gives 23.28 kcal/mol. Its LUMO energy is 0.10 eV. As for the SMILES: C/C(NC=S)=C(\F)Cl.


Question: Number 2 is which compound?
Answer: C4H14N2OS


Question: What is the HOMO-LUMO gap in the third record?
Answer: 7.05 eV


Question: What is the formula in the third record?
Answer: C49H60HfN5O3P